[1]
Entry from OMol25: a structure of composition C9H24AlF2N3O4P (ωB97M-V with the def2-TZVPD basis set).

CARTESIAN COORDINATES (ANGSTROEM)
Al -0.78198 -1.67631 -0.75705
F -2.72869 -2.80021 -1.18470
F 0.23983 -1.29388 1.27776
O -0.78790 0.21064 -0.49638
P 0.13346 1.41134 -0.46800
N -0.42105 2.71712 -1.36270
C -0.47066 2.71216 -2.87611
C -1.20143 3.78118 -0.82722
N 1.67197 1.04701 -0.99422
C 2.48270 2.01286 -1.70347
C 2.29754 -0.08986 -0.40322
N 0.50989 2.02023 1.12026
C 1.45253 3.17470 1.21647
C 0.30236 1.24710 2.32063
H -1.43549 3.11616 -3.18267
H -0.40816 1.71046 -3.30130
H 0.30950 3.27078 -3.39324
H -2.17874 3.83902 -1.30642
H -0.83363 4.74507 -1.17899
H -1.33654 3.77217 0.25434
H 2.01511 2.20448 -2.66925
H 2.57545 2.87373 -1.04134
H 3.48897 1.65846 -1.92691
H 3.25189 -0.40308 -0.82656
H 2.44958 0.08370 0.66208
H 1.56992 -0.88496 -0.24047
H 1.40845 3.59304 2.22202
H 2.48657 2.83787 1.14299
H 1.24780 3.97713 0.50774
H 1.06947 0.50185 2.53098
H -0.59948 0.64764 2.19638
H 0.09794 1.94209 3.13507
C -3.11004 -5.55509 -0.54206
O -2.26905 -5.40440 0.63618
C -1.40001 -4.40853 0.82671
O -1.00763 -3.53622 0.01840
O -0.88798 -4.53380 2.08426
C -0.01005 -3.59324 2.63852
H -3.97350 -4.89519 -0.45798
H -3.37916 -6.60853 -0.61907
H -2.56805 -5.32545 -1.45946
H 0.54261 -4.07459 3.44534
H -0.52919 -2.74966 3.09347
H 0.71480 -3.27501 1.88924

Charge: +1
LUMO energy in eV: -6.57

***

[2]
Entry from OMol25: a structure of composition C9H24CdInNO2P (ωB97M-V with the def2-TZVPD basis set).

CARTESIAN COORDINATES (ANGSTROEM)
C 1.44515 2.78629 1.85778
C -0.08041 2.50276 1.99872
C -0.89483 2.71776 0.69438
N -0.19613 2.21772 -0.52089
In 0.11014 0.12648 -0.49901
O 1.27606 -0.36975 1.15683
C -1.96402 -0.83370 -0.25511
C -2.21379 -0.92712 1.27200
C -2.51646 -2.39627 1.76241
O -3.27636 -0.04049 1.64609
P 1.21029 -0.83861 -2.58937
C 1.90090 0.48606 -3.69762
C 2.72544 -1.73887 -1.93190
C 2.22523 -3.04011 -1.20742
H 1.83166 2.43785 0.88721
H 1.60807 3.87563 1.93050
H 1.99490 2.28373 2.66467
H -0.24521 1.51640 2.47246
H -0.46830 3.23968 2.73020
H -1.88222 2.22691 0.84378
H -1.05741 3.80132 0.56387
H -0.83996 2.41435 -1.28803
H 1.14004 -1.31205 1.26479
H -1.99224 -1.81977 -0.75776
H -2.73644 -0.12765 -0.72256
H -1.30183 -0.60341 1.81560
H -2.10062 -3.09371 1.01734
H -3.59864 -2.50544 1.90509
H -1.95255 -2.54007 2.69912
H -2.99256 0.37746 2.45738
H 2.47225 -0.04403 -4.48951
H 1.13408 1.07217 -4.22414
H 2.63701 1.11503 -3.16646
H 3.36188 -1.97850 -2.80260
H 3.24739 -1.08699 -1.21101
H 2.95505 -3.30439 -0.43041
H 1.22387 -2.83727 -0.78579
H 2.19497 -3.87226 -1.92795
Cd -4.38439 0.11286 -1.13267

Charge: +1
LUMO energy in eV: -7.71

***

[3]
Entry from OMol25: a structure of composition C9H24Cl2NbO4S (ωB97M-V with the def2-TZVPD basis set).

CARTESIAN COORDINATES (ANGSTROEM)
C 5.41463 1.26748 -0.48018
C 5.03268 -0.12328 0.03968
O 4.05120 -0.69295 -0.80018
C 2.83026 -1.00940 -0.12335
C 1.97317 -1.88583 -1.00532
Nb 0.35948 -0.69918 -2.08667
C -1.33892 -1.32046 -0.64403
C -2.57815 -0.43553 -0.84778
C -3.58749 -0.52163 0.28508
C -4.66634 0.58082 0.15992
S -4.22709 2.16825 0.83436
O -5.39998 2.80415 1.32387
O -3.48288 2.92412 -0.09530
O -3.23722 1.82780 2.04901
H 6.48244 1.41366 -0.35288
H 4.89232 2.04828 0.05752
H 5.11475 1.32351 -1.51678
H 5.90103 -0.77671 0.06650
H 4.65044 -0.00194 1.04820
H 2.34202 -0.06028 0.10826
H 3.05067 -1.47693 0.83949
H 2.61407 -2.33576 -1.75708
H 1.50981 -2.69837 -0.44934
H 0.44362 0.83428 -1.06871
H 1.63997 0.07852 -3.15575
H 0.04469 -2.07165 -3.26540
H -0.88591 0.20923 -3.10720
H -1.61350 -2.35931 -0.83898
H -1.01220 -1.27079 0.39438
H -3.01955 -0.67837 -1.80719
H -2.24664 0.59284 -0.93109
H -3.08575 -0.46136 1.24014
H -4.14699 -1.44811 0.24603
H -4.78399 0.76869 -0.89764
H -5.62566 0.25547 0.53734
H -3.63093 1.05839 2.50222
C -0.09398 0.45608 2.74061
Cl 0.92799 -0.88846 3.27924
Cl 0.75294 1.54869 1.65597
H -0.94563 0.04592 2.20979
H -0.41937 1.01012 3.61324

Charge: -1
LUMO energy in eV: 2.20

***

[4]
Entry from OMol25: a structure of composition C9H24FeLi4O21P3S3 (ωB97M-V with the def2-TZVPD basis set).

CARTESIAN COORDINATES (ANGSTROEM)
Li 2.02857 2.25166 -3.18471
Li -0.54173 0.89819 -4.26244
Li 1.20070 4.82047 -2.00366
Li -0.74785 3.10991 -2.51563
Fe 1.03839 -0.14094 -1.65559
P 1.47902 -1.36284 -3.78712
O 1.94890 -1.64425 -5.18258
O 1.98437 0.08839 -3.46716
O 1.92945 -1.82705 -2.34263
O 0.08302 -0.81816 -3.61089
P 0.33419 3.26495 -4.86650
O 0.00301 4.15795 -6.06681
O 0.98945 3.78554 -3.52119
O 1.09646 2.00538 -5.17921
O -1.03136 2.68954 -4.44747
P 0.55027 2.06433 -0.82227
O 0.06351 1.45695 -2.22658
O 0.08596 3.54786 -0.80973
O 1.92464 1.60727 -1.33948
O 0.15582 0.69407 -0.14012
O -4.98855 5.45412 1.02948
S -3.73946 5.37795 1.74326
O -3.45468 6.25794 2.85999
O -3.49071 3.82273 2.15717
C -3.86210 2.81995 1.20257
C -2.80792 1.73768 0.95849
C -2.28519 5.48347 0.64628
H -4.20632 3.20678 0.24035
H -4.78895 2.37591 1.58087
H -3.15187 0.95675 0.28424
H -2.53494 1.21893 1.88006
H -1.89966 2.21484 0.59523
H -2.33570 4.72855 -0.13496
H -1.40052 5.08664 1.14646
H -2.13391 6.49114 0.27426
O 2.51590 -0.68978 -0.07597
S 3.25694 -1.45145 0.88734
O 4.62526 -1.12852 1.26363
O 2.37551 -1.58707 2.24884
C 3.11347 -1.83148 3.47256
C 2.06662 -1.77913 4.56165
C 3.15886 -3.14032 0.28216
H 3.88786 -1.06992 3.54481
H 3.59853 -2.80848 3.39587
H 1.25263 -2.47938 4.40841
H 1.67351 -0.76519 4.66701
H 2.61299 -1.85822 5.50853
H 3.05373 -3.90280 1.05754
H 4.02191 -3.37439 -0.33816
H 2.27887 -3.26764 -0.34427
O -0.42685 -1.63519 -0.88150
S -1.14252 -2.59241 -0.08998
O -2.25294 -3.33099 -0.66610
O -0.03151 -3.58823 0.55836
C -0.43663 -4.85681 1.04313
C 0.29928 -5.96936 0.34642
C -1.59792 -1.70470 1.42663
H -1.53029 -4.89711 1.13061
H -0.25251 -4.85921 2.13249
H 0.03605 -6.95990 0.71029
H 1.36640 -5.75228 0.33723
H 0.05147 -5.94367 -0.71972
H -0.72156 -1.10502 1.66304
H -1.86942 -2.46621 2.15967
H -2.47794 -1.08779 1.27748

Charge: -2
⟨S²⟩: 8.763
2S+1: 6
LUMO energy (spin up / spin down) in eV: 3.21 / 3.21

***

[5]
Entry from OMol25: a structure of composition C9H24GeNO8PPdS2Se2 (ωB97M-V with the def2-TZVPD basis set).

CARTESIAN COORDINATES (ANGSTROEM)
Pd 0.66416 0.44386 1.22424
C -1.65023 -4.22529 4.12569
C -2.37149 -2.90692 3.97456
O -1.42497 -1.84619 4.18327
P -1.40253 -0.60357 3.18137
S 0.07146 0.60849 3.65941
S -1.25413 -1.19076 1.27826
O -2.85429 -0.00505 3.48565
C -3.26430 1.22585 2.84768
C -4.64670 1.56508 3.34368
H -2.34758 -5.05945 4.02675
H -1.17046 -4.28578 5.10344
H -0.88125 -4.31663 3.35835
H -3.16886 -2.78828 4.71109
H -2.81555 -2.82125 2.98020
H -3.23912 1.08436 1.76758
H -2.53921 2.00265 3.08959
H -5.36543 0.79193 3.06637
H -4.96739 2.50863 2.89832
H -4.65876 1.67571 4.42885
O -1.44749 4.15315 1.11174
N -0.69491 3.18530 1.30225
O -0.92510 1.94158 0.87285
C 2.25806 -2.07866 -3.04611
Ge 2.08461 -0.26697 -3.73030
C 1.85686 -0.43835 -5.68455
C 3.61241 0.91327 -3.48958
C 0.33626 0.59745 -3.30183
Se -0.24655 1.14299 -1.55311
C 0.77206 2.77455 -1.48390
H 3.02322 -2.59876 -3.62622
H 1.31457 -2.61178 -3.18203
H 2.52094 -2.08991 -1.99176
H 2.74121 -0.90759 -6.12139
H 1.72510 0.53826 -6.15527
H 0.99088 -1.05765 -5.92875
H 4.46312 0.49508 -4.03274
H 3.90149 1.03726 -2.44994
H 3.38447 1.88648 -3.93185
H -0.43745 -0.07986 -3.67122
H 0.30051 1.49680 -3.92507
H 1.80048 2.50950 -1.70738
H 0.68771 3.17842 -0.48190
H 0.35096 3.45572 -2.22270
O 4.58817 -0.02303 -0.25263
Se 3.11093 0.18494 0.35071
O 2.72759 1.66677 0.98195
O 1.92921 0.02846 -0.86395
O 2.55733 -0.89079 1.48036

Charge: -1
⟨S²⟩: 8.773
2S+1: 6
LUMO energy (spin up / spin down) in eV: 2.28 / 0.42

***

[6]
Entry from OMol25: the ion C9H24N5O3P2S with charge -1 (ωB97M-V with the def2-TZVPD basis set).

CARTESIAN COORDINATES (ANGSTROEM)
C -1.42357 2.43740 0.79913
C -1.00286 1.36686 0.15480
P 0.62596 0.46650 0.61649
C -0.29232 -1.02501 1.46163
O -1.69669 -0.78182 1.67650
C -2.50759 -1.71947 1.03065
C -3.95571 -1.25417 1.05313
C -4.24223 -0.22635 -0.05035
C 0.67936 -0.36590 -1.09578
C 1.74698 -1.42283 -1.43002
N 1.70249 -2.59964 -0.56472
N 1.36690 -1.98827 -2.79029
N 3.08178 -0.91074 -1.59574
N 2.27989 -0.29146 1.18001
C 2.86030 0.18327 2.10238
S 3.85772 0.95776 3.07119
P 1.72786 2.34791 -0.19748
N 3.19034 2.04843 -0.66636
O 0.87016 3.15008 -1.36894
O 1.76123 3.44130 1.02098
H -1.11607 2.63141 1.81868
H -2.09278 3.16157 0.34597
H -1.55203 0.97590 -0.69738
H 0.56310 1.16393 1.88529
H 0.16386 -1.17562 2.43988
H -0.22399 -1.91597 0.84271
H -2.40834 -2.70486 1.50056
H -2.22516 -1.82754 -0.02360
H -4.12860 -0.78114 2.01834
H -4.62302 -2.10654 0.94836
H -3.88733 0.73856 0.30191
H -3.64223 -0.44910 -0.92892
H -5.29672 -0.14772 -0.29524
H 0.77454 0.42866 -1.84221
H -0.29680 -0.81621 -1.26528
H 1.97414 -3.37536 -1.15888
H 2.46262 -2.50222 0.10011
H 0.59030 -2.62111 -2.60693
H 0.92735 -1.22354 -3.29337
H 3.09945 -0.02063 -2.06661
H 3.58437 -0.87318 -0.72526
H 3.88793 2.58948 -0.17423
H 1.16172 2.75024 -2.19620
H 1.66882 4.31972 0.63564

Charge: -1
LUMO energy in eV: 3.08

***

[7]
Entry from OMol25: a structure of composition C9H24N6O12Zr (ωB97M-V with the def2-TZVPD basis set).

CARTESIAN COORDINATES (ANGSTROEM)
Zr -0.26840 0.81801 -0.89826
C 2.05700 -3.52932 1.71336
C 1.22244 -2.55236 1.17676
C 1.84724 -1.43159 0.26550
O 1.02011 -0.68843 -0.36717
C 3.24586 -1.33617 0.13913
C 3.98669 -2.45007 0.55128
C 3.39979 -3.56703 1.37961
O 4.11108 -4.45353 1.88829
O 5.18771 -2.44785 0.14445
O 0.00675 -2.31688 1.46070
H 1.69358 -4.32936 2.34133
H 3.67522 -0.55962 -0.47803
C -1.48698 -3.13828 -1.54903
O -1.10381 -1.95003 -1.33963
N -2.08877 -3.53617 -2.68065
N -1.07333 -4.05566 -0.69865
H -2.19576 -4.53026 -2.79804
H -2.44857 -2.88359 -3.34981
H -0.59112 -3.71582 0.12860
H -1.38855 -5.00104 -0.84213
C -2.21603 3.45325 0.43422
O -1.54267 2.50057 -0.03679
N -1.60816 4.54263 0.88190
N -3.56381 3.50695 0.46554
H -2.24427 5.21981 1.26689
H -0.61897 4.58780 0.70204
H -4.11685 2.73937 0.12837
H -3.97219 4.32376 0.88613
C 0.89118 1.64759 2.36504
O 0.66903 1.45000 1.16053
N 0.24341 1.02357 3.35756
N 1.70702 2.63582 2.75331
H 0.40513 1.32016 4.30483
H -0.42359 0.28946 3.19236
H 2.44400 2.69608 2.06521
H 1.88759 2.87103 3.71475
O -1.32453 -0.29427 0.73503
H -2.05027 -0.09824 1.33663
H -0.98837 -1.19516 1.00903
O -0.37825 2.59261 -2.37000
H -0.66696 3.48468 -2.14253
H -0.21315 2.62131 -3.32181
O 0.09989 -0.12834 -2.85424
H -0.51309 -0.37845 -3.55600
H 0.95054 -0.50943 -3.11877
O 1.83136 1.67179 -1.29344
H 2.12440 1.99769 -2.15337
H 2.51484 1.95838 -0.67510
O -2.35507 0.45425 -1.66830
H -3.15239 0.98551 -1.56910
H -2.62794 -0.31512 -2.18752

Charge: +2
LUMO energy in eV: -6.63

***

[8]
Entry from OMol25: a structure of composition C9H24OSi2 (ωB97M-V with the def2-TZVPD basis set).

CARTESIAN COORDINATES (ANGSTROEM)
C 0.28654 -1.96366 1.95106
C -0.39075 -1.06615 3.03450
C -1.56189 -1.87070 3.67065
C -0.79470 0.35209 2.53976
C -1.42029 0.38797 1.09819
Si -0.14866 0.89776 -0.24089
C -0.98366 0.74774 -1.94259
C -0.13051 0.07194 -3.07716
C 0.74885 -1.12318 -2.61262
C 0.69358 1.10598 -3.92833
O 0.45486 2.46780 0.11284
Si 2.15360 2.54276 -0.08366
H 0.34225 -2.99818 2.33236
H -0.30989 -2.01777 1.02139
H 1.28928 -1.55261 1.73955
H 0.36820 -0.92148 3.83025
H -2.11024 -1.31067 4.44777
H -2.23399 -2.28137 2.89901
H -1.11183 -2.73849 4.19516
H -1.50193 0.79507 3.26636
H 0.10459 1.00227 2.51120
H -2.22948 1.15047 1.07018
H -1.90354 -0.57827 0.85614
H 0.97709 -0.04666 -0.07120
H -1.89461 0.13506 -1.78680
H -1.28326 1.76415 -2.26410
H -0.86173 -0.35666 -3.79223
H 1.65236 -0.83264 -2.05863
H 0.14393 -1.88451 -2.08466
H 1.10477 -1.62422 -3.53788
H 0.67640 0.72648 -4.96832
H 0.15523 2.06981 -3.95879
H 1.73328 1.20649 -3.58615
H 2.41429 2.52881 -1.54130
H 2.87310 1.40842 0.51289
H 2.69874 3.80617 0.44606

Charge: 0
LUMO energy in eV: 0.93

***

The lowest charge belongs to which entry? C9H24FeLi4O21P3S3